# 1
DFT (wB97M-V/def2-TZVPD) results for a structure of composition C36H43AsN4O2PRu.

```
88
Properties=species:S:1:pos:R:3:mulliken_charge:R:1
O -1.10485 2.01975 -2.71368 -0.309
H 5.04884 -1.63522 -1.57772 0.520
H -4.68702 -4.21088 -0.86826 0.467
C 1.81445 2.95326 -0.52385 1.491
H 0.54482 0.84208 3.34504 0.636
C 1.90170 -2.71543 -1.93227 -1.063
C 2.93236 3.33325 -1.45293 -2.395
C 0.19688 -2.13515 2.38672 -0.960
H 3.82484 0.94072 0.45529 -0.074
C 1.42651 1.18983 2.81714 -2.831
H -1.94522 4.70988 0.28464 0.480
H 4.01492 -0.59702 -2.55226 0.031
H 4.66900 -0.00272 -1.00672 0.437
C -3.66433 -0.35600 3.54494 -0.628
C -1.90945 3.67840 -0.07718 -2.078
H 1.14959 -2.95515 4.12016 0.466
C -0.53432 3.10689 0.13664 1.361
H -5.01423 -3.40674 -3.19168 0.452
C 1.93121 0.69068 -3.03304 0.675
H 2.60733 3.43763 -2.48182 0.626
H 1.06676 4.59680 -2.49918 0.498
H 0.25849 -1.12100 2.75186 0.634
As 2.77487 -1.62677 -0.63616 0.396
C -2.61059 -0.82422 2.76710 -0.403
H 2.07650 0.33894 2.62031 0.477
H -0.90916 -3.93831 -0.26451 0.708
H -2.16544 3.69792 -1.13325 0.355
P -1.20058 -1.00265 0.30259 3.397
H 1.27864 -2.07799 -2.55727 0.284
N 2.71119 1.15427 -3.88230 -0.749
C 2.11032 2.22088 0.63129 1.696
C 4.27597 -0.86648 -1.53557 -1.074
C 0.63633 -4.47696 2.69250 -0.896
H -1.30855 1.88291 -3.65395 0.351
C -2.00326 -0.03088 -2.71494 -0.551
H -3.28953 0.87228 -0.09215 0.320
C -2.35783 -1.74006 -0.89922 0.030
N 4.88664 0.34451 -4.74776 -0.493
H 4.17990 -3.42484 0.29624 0.511
H 4.21830 2.64659 0.64807 0.462
C 3.53317 1.86189 0.95833 -1.911
H 3.35219 4.29265 -1.13462 0.399
H 2.66877 -3.19182 -2.54304 0.551
H 4.06782 -2.05712 1.42886 0.372
C -3.53303 -1.87186 -3.01051 -0.843
H 1.95370 1.87137 3.48950 0.477
H -3.77862 -0.71315 4.55987 0.514
H -1.93395 -1.55321 3.18727 0.508
C 3.86490 0.70252 -4.34887 0.520
H -5.15511 1.67878 1.28907 0.487
C 0.70379 -3.16859 3.15700 -1.000
C 3.50718 -2.69639 0.74862 -0.850
C -2.58903 -1.25643 -2.18742 0.315
H -2.13507 0.14759 -3.78216 0.384
C 0.49085 3.43579 -0.75450 0.670
H -0.63383 4.16632 -2.44693 0.266
Ru 0.25238 0.65604 -0.49366 -0.726
C -0.45592 -3.70685 0.68979 -1.018
C -3.38167 0.53438 0.93410 -0.939
C -3.14968 -2.78894 -0.43305 -0.514
C 0.22183 4.44073 -1.84050 -1.916
H 0.02750 -5.75690 1.08226 0.478
H 1.02376 -5.28781 3.29564 0.449
H 3.73435 2.60083 -1.44639 0.471
H -3.70396 -1.48475 -4.00778 0.474
H -2.13455 2.82656 2.26294 0.632
N 1.08987 0.34697 -2.27719 -0.462
C 1.08057 1.89480 1.53320 1.419
C 0.07458 -4.74104 1.45238 -0.882
N -1.45252 0.87579 -2.00871 0.402
H -2.67647 3.11669 0.44389 0.334
H -0.71332 3.01988 3.27243 0.408
C -4.57297 0.54835 3.02013 -0.799
C -0.42470 -2.39664 1.16366 0.681
C -4.43471 0.98760 1.70793 -0.545
C -4.27777 -2.94280 -2.55006 -0.809
C -2.45558 -0.37035 1.45968 1.070
C -4.09377 -3.39105 -1.25114 -0.977
H 3.67397 1.70991 2.02378 0.470
H -1.34601 1.41816 2.93649 0.168
H -5.40003 0.89738 3.62393 0.436
O 1.72149 -0.52476 0.14620 0.222
H -3.04099 -3.13762 0.58588 0.552
H -0.01224 5.40216 -1.37478 0.385
C -0.23147 2.37409 1.32240 -0.507
H 2.71151 -3.20421 1.28323 0.096
H 1.30164 -3.47360 -1.44001 0.319
C -1.17089 2.39565 2.50005 -1.483
```

Computed properties:
M = 770.7 g/mol
Gap between HOMO and LUMO (alpha / beta) = 7.127 / 7.219 eV
Net charge = +2
⟨S²⟩ = 0.759
Energy relative to the best compared isomer or geometry (same formula, charge and spin) = 0.0 kJ/mol
Spin multiplicity = 2
HOMO (alpha / beta) = -13.65 / -13.81 eV

# 2
DFT (wB97M-V/def2-TZVPD) results for an isolated molecule of C3H5NO2.

```
11
Properties=species:S:1:pos:R:3:nbo_charge:R:1
C -1.28613 -0.71728 0.07939 -0.096
N 1.29387 0.36188 0.90614 -0.827
H 0.60164 0.69825 1.55704 0.398
O 1.83432 0.26906 -1.30406 -0.591
O -1.54883 0.67217 -0.02401 -0.472
H -1.92909 -1.44736 -0.40289 0.188
C 0.99690 0.33076 -0.42254 0.638
C -0.45933 0.15666 -0.77367 -0.044
H -0.98460 -0.99487 1.09124 0.187
H -0.61101 0.21754 -1.85180 0.213
H 2.26847 0.47369 1.14152 0.406
```

Computed properties:
M = 87.1 g/mol
Gap between HOMO and LUMO = 10.997 eV
Net charge = 0
Energy relative to the best compared isomer or geometry (same formula, charge and spin) = 148.5 kJ/mol
HOMO = -10.11 eV

# 3
DFT (wB97M-V/def2-TZVPD) results for a cluster of 3 separate species, C3H12NO2S in total.

```
19
Properties=species:S:1:pos:R:3:nbo_charge:R:1
C -2.21838 -0.39741 -1.41467 -0.645
O 1.87008 -1.28895 5.03923 -0.950
H 1.06009 -0.22307 -1.54848 0.383
C -0.52900 1.69384 -1.40320 -0.522
H 1.88597 -0.35453 4.77598 0.475
O 2.06720 -0.44650 2.38759 -0.998
H -2.40166 -1.51771 -1.58277 0.198
N 0.25423 -0.58581 -2.13144 -0.898
S 0.14625 1.42077 0.29213 -0.750
H 2.39102 -1.57923 4.31051 0.474
C -0.99869 0.32431 -2.07797 -0.043
H 0.18383 2.26205 -1.99727 0.189
H -3.20375 0.17626 -1.59758 0.195
H -2.15172 -0.60997 -0.35205 0.233
H 1.34858 0.01329 1.77793 0.516
H -1.31061 2.44120 -1.34307 0.189
H -1.26601 0.57573 -3.21453 0.158
H 0.15820 -1.55688 -1.71751 0.346
H 2.71437 -0.34738 1.79720 0.451
```

Computed properties:
M = 126.2 g/mol
Gap between HOMO and LUMO = 6.708 eV
Net charge = -1
Energy relative to the best compared isomer or geometry (same formula, charge and spin) = 176.4 kJ/mol
HOMO = -3.05 eV

# 4
DFT (wB97M-V/def2-TZVPD) results for a cluster of 2 separate species, C4H12NO3 in total.

```
20
Properties=species:S:1:pos:R:3:nbo_charge:R:1
C -1.55875 0.05239 2.07927 -0.052
O 1.55947 -0.42096 -1.08457 -0.965
H 3.60767 -0.83201 -3.20566 0.433
H 0.17168 -1.69175 0.48854 0.203
H -1.47212 -1.51944 -0.11407 0.169
O 2.73012 -0.48101 -3.46046 -1.033
H 1.11985 0.60237 1.20242 0.376
C 0.23860 -0.67025 -1.30299 -0.028
H -0.30780 0.12478 -1.87061 0.093
O -2.44741 1.10329 2.51273 -0.754
H 0.15558 -1.62317 -1.89329 0.103
H 0.52465 1.62696 0.12247 0.373
H -1.95339 1.89913 2.69502 0.463
N 0.30795 1.15643 0.99343 -0.869
H -1.58214 0.90137 0.13281 0.186
H -2.27221 -0.77290 1.97776 0.165
H 2.32994 -0.48512 -2.49454 0.513
H -0.85804 -0.12874 2.90082 0.158
C -0.88103 0.34527 0.75516 -0.084
C -0.52168 -0.98908 0.01611 -0.448
```

Computed properties:
M = 122.1 g/mol
Gap between HOMO and LUMO = 6.844 eV
Net charge = -1
Energy relative to the best compared isomer or geometry (same formula, charge and spin) = 61.0 kJ/mol
HOMO = -3.26 eV